C45H120O15 | ωB97M-V/def2-TZVPD

relative energy (zero: lowest compared OMol25 entry of this formula, charge and spin)	53.4	kcal/mol
multiplicity	1
Kohn-Sham gap	0.348	Ha
DFT total energy	-79324.0172	eV
HOMO	-9.45	eV

Each line ends with the Löwdin charge.
Positions of all 180 atoms, in Å:
C (-28.589, -5.400, -9.256)  -0.03
C (-28.500, -3.830, -9.461)  -0.48
C (-29.675, -3.069, -8.855)  -0.05
O (-27.288, -3.312, -8.967)  -0.10
H (-29.580, -5.761, -9.548)  0.07
H (-28.463, -5.624, -8.179)  0.07
H (-27.855, -5.929, -9.857)  0.06
H (-28.451, -3.704, -10.551)  0.12
H (-29.598, -1.998, -9.034)  0.06
H (-29.692, -3.242, -7.752)  0.09
H (-30.581, -3.538, -9.295)  0.09
H (-27.303, -3.403, -7.982)  0.06
C (-20.841, -4.759, -8.002)  -0.03
C (-21.616, -5.621, -6.969)  -0.51
C (-22.507, -6.677, -7.577)  -0.05
O (-20.742, -6.294, -6.123)  -0.05
H (-21.622, -4.217, -8.520)  0.05
H (-20.239, -5.369, -8.694)  0.09
H (-20.175, -4.054, -7.513)  0.06
H (-22.289, -5.028, -6.355)  0.10
H (-21.956, -7.275, -8.299)  0.08
H (-23.356, -6.223, -8.110)  0.06
H (-23.014, -7.325, -6.853)  0.08
H (-20.082, -5.644, -5.826)  0.06
C (-24.429, -1.471, -14.076)  -0.05
C (-24.638, -0.092, -14.643)  -0.50
C (-23.296, 0.585, -14.922)  -0.04
O (-25.367, -0.208, -15.866)  -0.05
H (-23.809, -1.461, -13.143)  0.07
H (-23.965, -2.106, -14.817)  0.09
H (-25.359, -1.945, -13.756)  0.06
H (-25.235, 0.547, -13.980)  0.11
H (-22.704, 0.594, -14.020)  0.06
H (-23.489, 1.597, -15.312)  0.08
H (-22.804, -0.023, -15.691)  0.09
H (-25.323, 0.657, -16.283)  0.08
C (-19.485, -0.690, -13.179)  -0.02
C (-20.622, -1.237, -12.248)  -0.49
C (-20.250, -2.370, -11.314)  -0.06
O (-21.201, -0.181, -11.539)  -0.08
H (-19.892, 0.101, -13.824)  0.07
H (-19.094, -1.463, -13.853)  0.08
H (-18.726, -0.247, -12.546)  0.07
H (-21.434, -1.696, -12.841)  0.12
H (-19.335, -2.167, -10.747)  0.08
H (-20.025, -3.306, -11.859)  0.09
H (-21.109, -2.509, -10.619)  0.06
H (-22.040, -0.443, -11.133)  0.03
C (-28.449, -0.244, -13.727)  -0.05
C (-28.324, -1.144, -12.520)  -0.47
C (-27.427, -0.531, -11.434)  -0.04
O (-29.592, -1.564, -11.981)  -0.05
H (-28.879, 0.737, -13.391)  0.10
H (-29.193, -0.621, -14.424)  0.08
H (-27.525, -0.070, -14.251)  0.05
H (-27.878, -2.086, -12.838)  0.13
H (-27.354, -1.198, -10.582)  0.06
H (-27.593, 0.514, -11.221)  0.07
H (-26.424, -0.484, -11.865)  0.06
H (-30.039, -0.767, -11.734)  0.07
C (-18.875, 0.392, -7.555)  -0.03
C (-18.398, 1.654, -6.798)  -0.47
C (-17.674, 1.435, -5.457)  -0.05
O (-17.570, 2.362, -7.720)  -0.05
H (-19.140, 0.614, -8.574)  0.05
H (-19.738, -0.089, -7.058)  0.06
H (-18.066, -0.346, -7.597)  0.08
H (-19.306, 2.251, -6.578)  0.12
H (-16.785, 0.839, -5.537)  0.07
H (-18.391, 0.936, -4.795)  0.06
H (-17.447, 2.408, -5.024)  0.08
H (-16.979, 2.958, -7.279)  0.07
C (-25.051, 3.754, -7.139)  -0.04
C (-26.020, 4.571, -8.041)  -0.50
C (-27.429, 3.863, -8.170)  -0.04
O (-26.122, 5.840, -7.541)  -0.01
H (-24.086, 4.290, -7.159)  0.09
H (-24.946, 2.741, -7.525)  0.04
H (-25.352, 3.699, -6.101)  0.07
H (-25.596, 4.595, -9.030)  0.11
H (-27.951, 3.790, -7.209)  0.07
H (-27.311, 2.865, -8.612)  0.06
H (-28.063, 4.509, -8.795)  0.07
H (-26.819, 6.306, -7.964)  0.08
C (-18.705, 3.876, -10.839)  -0.04
C (-19.730, 2.706, -10.768)  -0.50
C (-20.825, 2.842, -9.673)  -0.04
O (-20.338, 2.513, -11.986)  -0.05
H (-19.214, 4.834, -11.067)  0.08
H (-17.897, 3.798, -11.574)  0.07
H (-18.271, 3.971, -9.833)  0.06
H (-19.131, 1.848, -10.459)  0.11
H (-21.453, 1.946, -9.589)  0.05
H (-21.463, 3.727, -9.811)  0.08
H (-20.409, 2.975, -8.652)  0.07
H (-20.714, 1.631, -11.954)  0.03
C (-26.198, -5.775, -5.930)  -0.02
C (-26.148, -4.251, -5.515)  -0.48
C (-24.755, -3.629, -5.645)  -0.05
O (-27.074, -3.534, -6.240)  -0.06
H (-25.987, -5.820, -7.003)  0.07
H (-27.172, -6.146, -5.696)  0.06
H (-25.508, -6.418, -5.366)  0.08
H (-26.383, -4.268, -4.460)  0.13
H (-24.004, -4.189, -5.074)  0.08
H (-24.746, -2.564, -5.299)  0.08
H (-24.529, -3.532, -6.702)  0.07
H (-27.104, -2.654, -5.865)  0.05
C (-19.376, -2.029, -3.298)  -0.05
C (-20.290, -3.027, -4.016)  -0.45
C (-21.317, -2.300, -4.873)  -0.04
O (-19.479, -3.875, -4.851)  -0.08
H (-18.595, -2.504, -2.691)  0.09
H (-19.894, -1.314, -2.682)  0.07
H (-18.879, -1.434, -4.071)  0.06
H (-20.706, -3.701, -3.248)  0.15
H (-20.814, -1.746, -5.687)  0.07
H (-21.887, -1.597, -4.255)  0.07
H (-21.939, -3.044, -5.351)  0.05
H (-18.904, -3.305, -5.403)  0.10
C (-23.940, 2.150, -11.445)  -0.05
C (-24.471, 3.200, -12.440)  -0.42
C (-26.023, 3.365, -12.423)  -0.03
O (-23.917, 4.488, -12.062)  -0.06
H (-24.407, 1.215, -11.721)  0.06
H (-24.118, 2.412, -10.397)  0.08
H (-22.859, 1.939, -11.642)  0.07
H (-24.202, 2.955, -13.471)  0.11
H (-26.345, 4.128, -13.136)  0.08
H (-26.384, 3.601, -11.409)  0.07
H (-26.489, 2.458, -12.770)  0.05
H (-22.975, 4.455, -12.163)  0.06
C (-24.963, -0.035, -8.825)  -0.03
C (-23.507, -0.329, -9.304)  -0.44
C (-22.691, -1.152, -8.251)  -0.01
O (-23.580, -0.959, -10.565)  -0.10
H (-25.546, -0.916, -8.496)  0.08
H (-25.487, 0.528, -9.586)  0.05
H (-24.903, 0.652, -7.948)  0.06
H (-23.016, 0.630, -9.515)  0.09
H (-22.704, -0.610, -7.317)  0.05
H (-21.638, -1.274, -8.591)  0.08
H (-23.133, -2.167, -8.207)  0.07
H (-23.817, -1.913, -10.449)  0.07
C (-28.016, 1.275, -4.619)  -0.04
C (-28.184, -0.056, -5.337)  -0.48
C (-28.120, 0.208, -6.820)  -0.05
O (-27.142, -0.964, -4.997)  -0.07
H (-28.777, 2.003, -4.937)  0.09
H (-27.073, 1.684, -4.973)  0.07
H (-28.060, 1.085, -3.539)  0.08
H (-29.119, -0.539, -5.056)  0.14
H (-27.989, -0.716, -7.415)  0.08
H (-27.266, 0.843, -7.054)  0.06
H (-29.015, 0.690, -7.178)  0.09
H (-27.054, -1.060, -4.035)  0.11
C (-21.769, 2.715, -3.669)  -0.04
C (-22.942, 1.743, -3.781)  -0.47
C (-23.017, 1.045, -5.106)  -0.07
O (-22.643, 0.726, -2.788)  -0.07
H (-21.821, 3.555, -4.380)  0.09
H (-20.877, 2.122, -3.815)  0.07
H (-21.743, 3.168, -2.688)  0.08
H (-23.889, 2.214, -3.523)  0.13
H (-22.013, 0.602, -5.290)  0.08
H (-23.204, 1.707, -5.948)  0.07
H (-23.766, 0.245, -5.114)  0.08
H (-23.335, 0.080, -2.743)  0.06
C (-25.653, -4.608, -11.908)  -0.03
C (-24.531, -4.572, -10.857)  -0.41
C (-23.153, -4.514, -11.561)  -0.04
O (-24.714, -3.439, -9.933)  -0.10
H (-25.470, -5.443, -12.596)  0.09
H (-25.591, -3.723, -12.547)  0.06
H (-26.638, -4.788, -11.507)  0.05
H (-24.602, -5.488, -10.225)  0.13
H (-23.107, -5.282, -12.351)  0.09
H (-22.347, -4.692, -10.838)  0.06
H (-22.949, -3.524, -12.000)  0.06
H (-25.677, -3.406, -9.741)  0.05

Force components x, y, z for each atom (eV/Å):
-0.48 1.33 0.76
-0.23 -1.29 -0.56
-0.21 -1.29 0.23
0.44 0.04 0.66
0.09 0.09 -0.02
0.09 -0.04 -0.51
0.23 0.04 0.09
-0.25 0.40 0.22
-0.15 -0.10 -0.23
-0.03 0.08 -0.65
0.22 0.77 0.35
0.34 -0.02 -0.49
-0.91 -0.71 0.45
0.01 -0.13 -0.38
-0.86 0.06 -0.90
1.24 -0.27 0.71
0.11 0.39 -0.57
-0.38 0.07 0.21
-0.04 0.11 0.16
0.02 0.78 -0.01
0.06 -0.26 0.02
0.30 0.19 -0.12
0.59 0.09 0.20
-0.24 -0.23 0.22
-0.05 -0.24 1.30
0.29 0.49 -0.10
-0.78 -0.30 -0.47
-0.08 -0.20 0.01
-0.30 0.25 -0.85
0.22 -0.19 -0.21
-0.17 0.11 -0.29
0.13 -0.17 0.32
0.34 0.29 0.24
0.39 -0.21 0.18
0.15 0.25 0.11
-0.12 0.00 -0.17
-1.48 -0.28 0.43
-0.21 -0.90 -1.27
0.53 -0.34 0.45
0.85 1.47 0.17
0.04 -0.12 0.25
0.06 0.05 0.46
0.40 -0.03 -0.02
0.27 0.30 -0.52
-0.20 0.22 0.19
-0.41 0.34 0.13
0.71 -0.20 -0.38
-0.37 -0.48 -0.14
-1.52 1.02 0.53
0.29 -0.25 0.56
0.72 -0.72 -1.24
0.67 -0.16 -0.53
0.52 -0.49 -0.23
0.09 -0.31 -0.16
0.44 0.00 -0.10
0.16 -0.11 0.03
-0.19 0.24 0.38
-0.78 0.28 0.47
0.31 -0.22 -0.01
-0.63 0.68 0.32
0.47 -0.27 1.20
-0.23 -0.07 -0.20
-1.45 0.01 -0.46
-0.45 -0.53 -0.58
-0.22 0.32 -0.33
0.31 0.31 -0.13
-0.01 0.05 0.03
0.32 -0.01 -0.09
0.49 -0.30 -0.18
0.25 0.02 0.12
0.13 0.03 0.10
0.29 0.41 0.53
0.09 1.03 -0.80
-0.90 -2.90 0.47
0.85 0.84 0.12
0.76 0.97 1.49
-0.19 -0.46 -0.01
0.14 0.06 -0.09
-0.41 0.09 0.23
0.34 -0.07 -0.70
0.32 -0.10 0.04
-0.15 0.28 -0.01
0.08 -0.38 -0.15
-0.87 0.62 -0.63
-1.10 0.52 0.64
0.79 0.76 1.60
0.55 0.72 0.92
-0.17 0.23 -1.36
0.05 -0.42 0.13
-0.30 -0.57 0.09
0.04 0.02 -0.32
0.10 -0.45 -0.21
0.18 0.17 -0.43
0.04 -0.26 -0.33
0.18 -0.08 -0.53
-0.30 -0.62 -0.15
0.70 1.60 -0.03
1.86 -2.19 0.79
-0.38 0.76 0.18
-1.07 -0.10 -0.81
-0.09 -0.33 0.08
-0.84 -0.22 -0.19
0.13 0.53 -0.21
-0.44 0.29 0.57
-0.11 0.11 -0.34
-0.15 -0.78 0.08
0.45 -0.40 -0.30
-0.16 0.89 0.23
0.49 -0.15 -0.47
0.91 0.38 0.34
0.31 -0.17 0.23
0.30 0.21 -0.30
-0.26 -0.09 -0.19
-0.51 0.16 0.32
0.16 0.04 -0.02
-0.25 0.19 -0.57
-0.07 -0.09 0.42
-0.08 -0.15 -0.26
-0.45 0.03 -0.08
-0.47 -0.36 0.48
0.42 -0.15 -1.54
-0.47 0.89 1.23
1.02 0.13 0.25
-1.29 -0.27 -0.42
-0.38 -0.51 0.37
-0.03 0.07 -0.28
-0.73 0.57 0.40
0.29 -0.08 0.05
0.21 0.20 0.26
0.12 -0.01 -0.36
-0.15 -0.59 0.07
0.90 -0.17 -0.08
0.96 0.50 1.16
-0.92 -0.20 1.06
-0.08 0.00 -1.77
0.37 -1.00 -0.44
0.42 0.20 -0.41
-0.23 -0.14 -0.32
-0.02 -0.50 -0.35
-0.08 -0.18 0.32
-0.05 -0.16 0.44
-0.57 0.18 0.20
0.12 0.53 0.39
-0.25 0.53 0.14
-0.28 -0.40 -0.09
-0.41 0.55 -0.11
0.50 -1.04 -0.66
0.75 -0.35 0.23
-0.02 -0.37 0.32
0.34 0.11 0.49
0.17 0.55 -0.12
-0.33 0.09 -0.09
-0.13 0.26 0.33
0.05 0.08 0.03
-0.38 0.26 -0.01
-0.22 0.20 -0.36
-0.74 0.21 -0.35
0.38 -0.45 0.67
0.84 -0.31 -0.68
0.63 0.88 0.13
-0.01 -0.50 -0.03
0.44 0.07 -0.11
0.03 -0.06 0.37
-0.12 0.21 0.01
-0.61 0.04 0.05
-0.21 0.23 -0.02
0.06 0.10 0.01
-0.70 -0.41 -0.12
1.01 -0.36 -0.41
-0.36 0.06 0.24
-0.26 0.14 0.72
0.43 -0.85 -1.19
0.07 -0.03 0.18
-0.31 0.14 0.29
-0.33 0.36 0.29
0.20 0.40 -0.48
0.00 0.31 0.33
-0.14 -0.08 -0.15
-0.32 -0.27 -0.03
0.16 0.12 0.27